Entry from the Open Molecules 2025 dataset: the molecule C22H31N3S3 (ωB97M-V with the def2-TZVPD basis set).

Bonds (Å) are listed after each position.
Atoms and positions in Å:
1 C 2.9413 2.1963 -1.5137  C16 1.387, S21 1.765, C46 1.392
2 C -2.8717 1.8746 2.9395  C17 1.494, C31 1.360, S41 1.736
3 C 0.6071 -1.7822 0.8262  H4 1.104, N23 1.460, C54 1.524, H57 1.093
4 H 0.6450 -2.6373 1.5236  C3 1.104
5 H 5.9107 2.3117 -2.2498  C10 1.086
6 H -0.7219 0.0600 -0.5098  N11 1.029
7 H -2.6480 0.0550 -0.8738  C50 1.092
8 C -1.1896 -2.7590 -0.4043  N23 1.457, C39 1.525, H51 1.092, H53 1.104
9 H -1.7180 -2.1353 2.1484  C28 1.104
10 C 5.4973 3.2867 -2.0078  H5 1.086, S21 1.817, H25 1.086, H38 1.086
11 N -0.4697 1.0544 -0.5860  H6 1.029, C24 1.404, C36 1.352
12 H 2.5800 -2.1815 0.0972  C54 1.091
13 C 2.0862 -3.4014 -2.3609  H20 1.088, H22 1.087, C29 1.524, H49 1.088
14 H -0.7497 2.1096 3.1263  C31 1.075
15 H 3.9509 1.7485 -3.3640  C16 1.078
16 C 3.0569 1.6296 -2.7742  C1 1.387, H15 1.078, C47 1.385
17 C -3.1317 2.3310 1.5408  C2 1.494, N40 1.451, H44 1.097, H59 1.093
18 H -0.6486 -3.8638 -2.1631  C39 1.092
19 C -3.0558 0.9970 5.2410  C26 1.356, S41 1.720, H58 1.072
20 H 2.0721 -2.5114 -2.9863  C13 1.088
21 S 4.2179 3.1285 -0.7279  C1 1.765, C10 1.817
22 H 3.1080 -3.5701 -2.0296  C13 1.087
23 N -0.7560 -1.5847 0.3411  C3 1.460, C8 1.457, C28 1.459
24 C 0.7203 1.2962 -1.2914  N11 1.404, C46 1.384, C52 1.397
25 H 5.0819 3.7702 -2.8870  C10 1.086
26 C -1.7791 1.2951 4.8962  C19 1.356, H30 1.075, C31 1.413
27 C -3.0451 -0.8441 1.0579  C28 1.527, H35 1.091, H43 1.091, C50 1.534
28 C -1.6367 -1.2744 1.4623  H9 1.104, N23 1.459, C27 1.527, H45 1.094
29 C 1.1604 -3.2198 -1.1635  C13 1.524, H32 1.097, C39 1.527, C54 1.527
30 H -0.9393 1.1689 5.5559  C26 1.075
31 C -1.6738 1.7978 3.5795  C2 1.360, H14 1.075, C26 1.413
32 H 1.2010 -4.1232 -0.5432  C29 1.097
33 H -0.3241 -2.1289 -2.2663  C39 1.091
34 S -0.6738 3.5066 0.3890  C36 1.661
35 H -3.5871 -1.6721 0.5990  C27 1.091
36 C -1.1908 1.9509 0.1235  N11 1.352, S34 1.661, N40 1.363
37 H 0.0173 0.1538 -2.9660  C52 1.080
38 H 6.2687 3.9142 -1.5724  C10 1.086
39 C -0.2837 -2.9980 -1.6075  C8 1.525, H18 1.092, C29 1.527, H33 1.091
40 N -2.4069 1.5302 0.5726  C17 1.451, C36 1.363, C50 1.445
41 S -4.1607 1.3216 3.9628  C2 1.736, C19 1.720
42 H 1.7086 2.4681 0.2080  C46 1.077
43 H -3.5770 -0.5757 1.9715  C27 1.091
44 H -2.7883 3.3667 1.4259  C17 1.097
45 H -1.1751 -0.4530 2.0185  C28 1.094
46 C 1.7767 2.0239 -0.7707  C1 1.392, C24 1.384, H42 1.077
47 C 2.0015 0.8918 -3.2851  C16 1.385, H48 1.080, C52 1.380
48 H 2.0914 0.4503 -4.2671  C47 1.080
49 H 1.7738 -4.2524 -2.9619  C13 1.088
50 C -3.0754 0.3442 0.0881  H7 1.092, C27 1.534, N40 1.445, H55 1.097
51 H -2.2118 -2.5975 -0.7523  C8 1.092
52 C 0.8416 0.7204 -2.5581  C24 1.397, H37 1.080, C47 1.380
53 H -1.1871 -3.6543 0.2423  C8 1.104
54 C 1.5843 -2.0199 -0.3191  C3 1.524, H12 1.091, C29 1.527, H56 1.091
55 H -4.1254 0.6080 -0.0884  C50 1.097
56 H 1.6255 -1.1326 -0.9522  C54 1.091
57 H 0.9056 -0.8856 1.3762  C3 1.093
58 H -3.4287 0.6123 6.1691  C19 1.072
59 H -4.2010 2.2843 1.3212  C17 1.093

LUMO energy ... 0.65 eV
HOMO level ... -7.611 eV
Maximum force ... 0.81 eV Å⁻¹
HOMO-LUMO gap ... 8.26 eV